(1)
Density functional theory data (the ωB97M-V functional and the def2-TZVPD basis) for a structure of composition C15H8ClN2O6PtS.

Properties
Energy ... -57558.3193 eV
HOMO ... -5.1 eV
Frontier orbital gap ... 6.032 eV
LUMO level ... 0.891 eV

Geometry as ORCA input:
```
! RIJCOSX wB97M-V def2-TZVPD def2/J DEFGRID3
* xyz -1 1
Pt 0.007 -0.538 -0.240
Cl 2.902 -0.623 -6.309
S 2.084 2.821 2.123
O -2.720 -3.018 -1.772
O 0.005 2.231 -1.175
O -1.562 3.806 -0.787
O -0.760 -2.031 -1.374
O 1.687 -1.630 0.256
O 3.739 -2.402 0.037
N -1.767 0.209 -0.796
N 0.613 0.763 1.027
C 1.269 1.645 1.450
C -2.040 -2.077 -1.412
C -2.686 -0.752 -1.012
C -4.478 0.802 -0.681
C 3.495 -2.073 -4.124
C -1.169 2.503 -0.903
C 2.835 -0.956 -4.611
C 2.160 -0.092 -3.766
C -3.560 1.808 -0.565
C -4.033 -0.513 -0.983
C 2.742 -1.870 -0.425
C 2.744 -1.506 -1.904
C 2.119 -0.370 -2.408
C 3.453 -2.336 -2.768
C -2.186 1.529 -0.705
H -0.766 4.346 -0.895
H 1.637 0.354 -1.752
H -5.535 1.007 -0.598
H 4.037 -2.722 -4.797
H 3.985 -3.183 -2.361
H 1.678 0.795 -4.150
H -3.857 2.837 -0.420
H -4.726 -1.308 -1.204
*
```

(2)
Density functional theory data (the ωB97M-V functional and the def2-TZVPD basis) for a structure of composition C15H9AsN4O7RhS2.

Properties
Energy ... -121509.1845 eV
HOMO (alpha / beta) ... -5.3 / -5.3 eV
Frontier orbital gap (alpha / beta) ... 7.384 / 5.258 eV
⟨S²⟩ ... 6.0176
LUMO level (alpha / beta) ... 2.035 / -0.008 eV

Geometry as ORCA input:
```
! RIJCOSX wB97M-V def2-TZVPD def2/J DEFGRID3
* xyz -1 5
Rh 0.281 -0.358 -0.716
As 0.206 -1.203 2.510
S -1.294 1.456 0.902
S -0.327 -2.020 -2.285
O 0.150 1.242 1.089
O -1.705 0.551 -0.214
O -1.746 2.807 0.770
O 0.111 0.853 -2.536
O 0.113 -1.659 0.864
O -0.112 -2.726 3.354
O 1.611 -0.587 3.044
N 0.181 0.203 -3.672
N 4.173 3.451 1.456
N 2.374 -0.092 -0.637
N 6.068 -0.575 1.621
C 4.146 2.331 1.186
C -3.254 1.291 2.754
C -2.171 -0.888 4.076
C -2.043 0.754 2.345
C 0.434 0.940 -4.781
C 4.150 0.954 0.844
C -1.479 -0.344 2.998
C 0.072 -1.753 -4.993
C 0.329 -1.022 -6.125
C -3.926 0.737 3.833
C 5.200 0.102 1.275
C 3.156 0.420 0.064
C -0.005 -1.145 -3.731
C -3.382 -0.352 4.491
C 0.513 0.358 -6.014
H 0.390 -1.512 -7.087
H -3.899 -0.791 5.335
H -3.647 2.150 2.228
H 0.749 -3.141 3.486
H -4.868 1.159 4.157
H 0.720 0.978 -6.874
H -1.751 -1.738 4.594
H 0.560 1.991 -4.577
H -0.075 -2.823 -5.034
*
```

no.,strongest force on any atom (eV/Å)
1,4.94
2,0.50